[1]
DFT (ωB97M-V/def2-TZVPD) results for a molecular structure, C34H27ErN4OP.

## Properties
2S+1 = 4
<S²> = 3.75
Calculated total energy = -2961.7345 Eh
Charge = +3
HOMO-LUMO gap (alpha / beta) = 7.6 / 7.6 eV
Energy above the lowest of the compared OMol25 structures with the same formula, charge and spin = 0.00 kcal/mol
HOMO (alpha / beta) = -16.7 / -16.7 eV
Lowest unoccupied orbital energy (alpha / beta) = -9.100 / -9.061 eV

Structure (XYZ):
```
68
Properties=species:S:1:pos:R:3:forces:R:3
Er -1.4972 -0.0583 -0.4107 -0.34 -0.02 -0.22
C -3.0942 4.2487 -0.0031 0.01 0.13 0.00
C -3.4838 4.3310 1.3217 -0.03 0.01 0.08
C -3.2657 3.2450 2.1630 -0.04 0.20 0.09
C -2.6732 2.1093 1.6555 -0.01 -0.11 0.02
N -2.3169 2.0191 0.3562 -0.14 -0.04 0.02
C -2.5103 3.0778 -0.4408 0.01 -0.11 -0.04
C -2.4346 0.8982 2.4863 -0.02 0.02 -0.17
C -2.4557 0.9050 3.8653 -0.05 0.00 0.20
C -2.2820 -0.2977 4.5340 0.00 0.01 0.09
C -2.1093 -1.4729 3.8191 0.02 -0.06 0.19
C -2.0779 -1.4125 2.4401 -0.06 0.02 -0.14
N -2.2105 -0.2371 1.7994 0.00 0.05 0.06
C -1.9525 -2.6081 1.5601 -0.02 0.08 0.02
C -2.0411 -3.8960 2.0466 0.00 -0.16 0.08
C -1.9739 -4.9644 1.1609 -0.01 -0.06 0.06
C -1.8152 -4.7140 -0.1910 0.00 -0.11 -0.03
C -1.7252 -3.4007 -0.6037 0.07 0.08 -0.03
N -1.7932 -2.3644 0.2412 -0.04 0.38 0.02
H -3.2441 5.0697 -0.6908 0.00 -0.02 0.02
H -3.9593 5.2256 1.7036 0.01 -0.02 -0.01
H -3.5808 3.2900 3.1964 0.01 0.01 -0.05
H -2.1912 2.9759 -1.4702 0.01 -0.03 -0.07
H -2.6022 1.8216 4.4185 0.00 -0.03 0.00
H -2.2925 -0.3218 5.6165 0.00 0.00 -0.03
H -1.9957 -2.4099 4.3441 0.00 0.03 -0.01
H -2.1797 -4.0820 3.1021 -0.01 -0.01 -0.04
H -2.0531 -5.9805 1.5278 0.00 0.04 -0.01
H -1.7652 -5.5157 -0.9154 0.00 0.03 0.03
H -1.5877 -3.1650 -1.6513 0.00 0.02 -0.07
O -2.4714 0.2043 -2.7405 -0.01 0.14 0.26
N -1.0688 0.0848 -2.6906 0.00 -0.19 -0.12
C -0.3954 -0.0935 -3.7572 0.08 -0.01 -0.11
C 1.0282 -0.3695 -3.7411 -0.11 -0.03 0.02
C 1.6209 -0.4885 -4.9979 -0.06 0.00 -0.08
C 2.9582 -0.8254 -5.1262 0.06 -0.01 -0.06
C 3.7024 -1.0681 -3.9882 0.03 -0.02 0.07
C 3.1230 -0.9538 -2.7217 0.01 0.04 -0.02
C 1.7945 -0.5909 -2.5693 -0.02 0.05 0.05
P 1.1405 -0.4025 -0.8702 0.69 0.10 -0.24
C 2.3913 -0.9637 0.2885 -0.07 -0.11 0.02
C 2.2415 -2.2409 0.8346 0.05 0.01 -0.01
C 3.1965 -2.7340 1.7136 -0.06 0.01 -0.06
C 4.2912 -1.9506 2.0489 0.04 0.02 0.03
C 4.4385 -0.6753 1.5115 0.02 0.02 0.01
C 3.4919 -0.1765 0.6323 0.04 0.02 0.00
C 1.0415 1.4138 -0.6017 0.08 -0.27 0.10
C 1.3544 2.3835 -1.5540 -0.10 0.07 -0.07
C 1.3868 3.7212 -1.1892 -0.02 0.02 -0.02
C 1.1237 4.0988 0.1251 0.00 0.03 0.02
C 0.8069 3.1411 1.0791 -0.14 0.10 -0.01
C 0.7468 1.8061 0.7099 0.06 -0.11 -0.01
H -2.8349 0.1449 -3.6418 0.01 -0.04 0.02
H -0.8950 -0.0718 -4.7256 -0.01 0.00 -0.03
H 1.0212 -0.3244 -5.8870 0.04 0.00 0.04
H 3.4061 -0.9096 -6.1078 -0.02 0.00 0.04
H 4.7436 -1.3525 -4.0720 -0.02 0.01 0.02
H 3.7288 -1.1505 -1.8482 0.03 -0.01 -0.01
H 1.3901 -2.8541 0.5576 -0.01 -0.01 0.02
H 3.0914 -3.7266 2.1313 0.00 0.02 -0.01
H 5.0373 -2.3335 2.7341 -0.02 0.02 -0.03
H 5.2962 -0.0711 1.7774 -0.02 -0.02 0.00
H 3.6115 0.8180 0.2150 0.00 -0.05 0.02
H 1.6052 2.0990 -2.5684 0.03 -0.01 0.01
H 1.6497 4.4705 -1.9260 -0.01 -0.02 0.04
H 1.1850 5.1431 0.4079 0.00 -0.05 -0.02
H 0.6212 3.4341 2.1055 0.02 -0.02 -0.03
H 0.5632 1.0481 1.4710 0.04 -0.03 0.09
```
Positions in Å, forces in eV/Å.

Results of the Löwdin charge analysis, in e, for atoms 1 through 2: 1.48 0.00



[2]
DFT (ωB97M-V/def2-TZVPD) results for a molecular structure, C34H27HfN6O7S in a non-equilibrium geometry.

## Properties
Calculated total energy = -2613.3162 Eh
Charge = +1
HOMO-LUMO gap = 7.7 eV
HOMO = -11.0 eV
Lowest unoccupied orbital energy = -3.326 eV

Structure (XYZ):
```
76
Properties=species:S:1:pos:R:3:forces:R:3
Hf -0.1851 0.4828 -0.3541 0.12 0.98 2.52
O 0.7644 2.4669 3.2887 0.33 0.68 1.58
C 0.7216 2.0354 2.1946 -0.26 -0.71 -2.32
O -0.0164 1.0186 1.7849 0.00 -0.53 -1.28
C 1.4780 2.6729 0.9574 -1.20 -1.30 -0.50
O 2.0530 3.7040 0.9651 0.72 0.95 0.19
O 1.2577 1.9555 -0.1745 -0.06 0.12 0.90
C -2.7190 -0.8543 6.8724 1.15 -0.25 0.39
C -2.5725 -1.0438 5.3885 -0.17 0.22 0.65
C -3.6997 -1.1689 4.6086 -1.58 0.27 0.23
C -3.6718 -1.2155 3.2416 0.88 -0.29 -0.07
C -2.4198 -1.1826 2.6582 0.47 0.31 -0.72
C -1.2471 -1.0365 3.3867 0.08 -0.45 -0.07
C -1.3498 -0.9824 4.7603 0.94 0.37 0.06
S -2.2807 -1.2475 0.9238 0.57 -0.99 -0.05
O -0.8543 -1.5066 0.5774 1.04 -0.19 -0.04
O -3.1521 -2.2639 0.4201 -0.60 0.32 -0.12
N -2.3248 0.1705 0.2429 -0.69 0.45 0.00
C -3.3301 1.1201 0.4187 0.48 0.31 -0.57
C -4.6012 0.9782 0.8853 0.05 -0.86 -0.13
C -5.4963 2.0533 0.8115 -1.18 0.07 0.47
C -5.1551 3.2778 0.3414 0.91 -0.09 -0.50
C -3.8102 3.4530 -0.1606 -1.59 0.56 0.23
C -3.4055 4.6580 -0.7780 0.23 0.06 0.50
C -2.1080 4.7237 -1.1872 -0.03 -0.34 0.30
C -1.2362 3.6470 -0.9992 -0.50 -0.65 0.02
N -1.6023 2.4604 -0.5244 -0.48 0.78 -0.08
C -2.9169 2.3804 -0.0902 0.66 -0.14 -0.19
H -3.7410 -0.8793 7.1589 -0.98 -0.16 0.20
H -2.3589 0.1411 7.1637 0.18 -0.28 -0.04
H -2.1855 -1.6275 7.4806 -0.26 0.66 -0.60
H -4.6846 -1.1282 5.0614 0.11 -0.19 0.25
H -4.5536 -1.3087 2.6482 -0.41 -0.15 -0.09
H -0.2856 -1.0160 2.8774 -0.43 0.11 0.29
H -0.4570 -0.7841 5.3443 -0.01 -0.22 0.00
H -4.9647 0.0075 1.2225 0.11 0.35 -0.16
H -6.5314 1.8684 1.1175 0.41 0.13 0.02
H -5.8950 4.0722 0.2862 0.30 -0.04 -0.06
H -4.0557 5.5433 -0.8348 0.16 -0.66 -0.07
H -1.6987 5.5931 -1.6197 0.31 0.94 -0.40
H -0.2157 3.7865 -1.2836 0.40 -0.11 0.03
O -0.6505 -1.0762 -2.0238 -0.23 -0.37 0.78
C -0.8927 -0.7522 -3.3763 0.72 -0.51 0.05
C -0.1965 0.5254 -3.6119 0.52 0.95 -0.38
C -0.0079 0.9650 -4.9030 0.20 0.03 -0.83
C 0.7200 2.1348 -5.1169 -0.25 -0.86 -0.06
C 1.2519 2.7880 -4.0367 -0.28 0.77 0.01
C 1.0017 2.3138 -2.7639 0.10 0.29 -0.72
N 0.2698 1.2059 -2.5481 0.33 -0.09 -0.06
H -1.2057 -1.8064 -1.7013 0.14 0.07 -0.01
H -1.9401 -0.6374 -3.5549 -0.81 -0.15 -0.25
H -0.4371 -1.5185 -4.0239 -0.45 0.14 0.12
H -0.3813 0.3660 -5.7464 0.13 0.36 0.46
H 0.9325 2.5104 -6.0983 -0.18 -0.01 -0.43
H 1.7421 3.7421 -4.2248 0.23 -0.35 0.44
H 1.4020 2.8469 -1.9164 -0.03 -0.35 0.13
N 8.2568 -5.8701 -3.4300 1.12 -1.08 -0.86
C 7.5795 -5.1833 -2.8329 -1.02 1.41 1.34
C 6.6213 -4.3161 -2.1698 -0.05 -0.91 -1.65
C 5.3854 -4.2598 -2.8178 -0.32 0.51 0.79
C 4.3518 -3.5016 -2.2903 1.35 -0.54 0.16
C 4.6377 -2.8132 -1.1223 -2.22 0.61 -0.11
C 5.8424 -2.8606 -0.4897 0.37 0.92 0.53
C 6.8582 -3.5975 -1.0338 0.61 -0.38 0.65
N 3.5615 -2.0579 -0.5124 0.74 -0.61 -0.09
C 3.4033 -1.9139 0.8491 0.58 -0.61 0.63
C 2.3120 -1.1460 1.0144 -1.00 0.59 -0.43
N 1.7761 -0.8160 -0.2425 0.10 -0.44 0.68
C 2.5527 -1.4107 -1.1246 0.27 0.33 0.84
H 5.2289 -4.8581 -3.6773 -0.11 -0.40 -0.73
H 3.3860 -3.5434 -2.7381 -0.55 0.18 -0.13
H 6.0208 -2.2393 0.3817 -0.04 -0.20 -0.02
H 7.7960 -3.6687 -0.5152 0.33 0.05 -0.04
H 4.0370 -2.4519 1.5851 -0.60 0.67 -0.82
H 1.8140 -0.8024 1.9074 0.17 -0.07 0.00
H 2.4783 -1.3219 -2.1769 -0.09 -0.01 -0.72
```
Positions in Å, forces in eV/Å.

Results of the Löwdin charge analysis, in e, for atoms 1 through 2: 1.77 0.16



[3]
DFT (ωB97M-V/def2-TZVPD) results for a molecular structure, C34H27IN6O2Ti in a non-equilibrium geometry.

## Properties
Calculated total energy = -2937.6254 Eh
Charge = +2
HOMO-LUMO gap = 5.6 eV
HOMO = -13.0 eV
Lowest unoccupied orbital energy = -7.404 eV

Structure (XYZ):
```
71
Properties=species:S:1:pos:R:3:forces:R:3
Ti 0.5624 -0.3224 -0.8093 1.77 0.36 1.03
C 4.5663 1.4805 0.0367 -0.23 -0.10 0.12
C 4.6552 1.4018 1.4172 -0.19 0.01 -0.18
C 3.5485 0.9718 2.1343 -0.36 -0.13 -0.17
C 2.3978 0.5924 1.4449 0.53 0.12 0.19
N 2.3623 0.5663 0.1019 0.01 -0.16 0.47
C 3.4029 1.0369 -0.5779 0.32 0.16 -0.30
C 1.1075 0.2841 2.0901 -0.07 0.21 0.69
C 0.8564 0.4704 3.4518 -0.04 -0.17 -0.38
C -0.4279 0.2533 3.9263 0.11 -0.03 -0.20
C -1.4319 -0.1150 3.0446 0.22 -0.07 -0.36
C -1.1223 -0.2499 1.6913 -0.26 0.05 0.73
N 0.1291 -0.0745 1.2487 -0.19 0.14 0.28
C -2.1491 -0.4510 0.6484 -0.58 -0.05 0.01
C -3.4742 -0.7854 0.9207 0.29 0.11 -0.10
C -4.3963 -0.8161 -0.1160 0.33 0.10 -0.06
C -3.9701 -0.4775 -1.3908 0.21 0.06 0.22
C -2.6273 -0.1797 -1.5849 -0.37 0.08 -0.31
N -1.7320 -0.2013 -0.6036 0.20 -0.24 0.42
H 5.3799 1.8652 -0.5564 0.04 0.01 -0.09
H 5.5549 1.7020 1.9310 0.08 0.02 0.05
H 3.5853 0.9393 3.2114 -0.05 0.02 0.07
H 3.3027 1.0783 -1.6580 0.02 -0.08 0.10
H 1.6295 0.7942 4.1313 0.07 0.02 -0.07
H -0.6529 0.4076 4.9715 0.00 -0.05 0.06
H -2.4338 -0.2655 3.4081 -0.14 0.04 -0.04
H -3.7869 -1.0277 1.9213 -0.01 0.00 0.17
H -5.4260 -1.0720 0.0768 -0.10 -0.04 0.01
H -4.6578 -0.4421 -2.2176 -0.07 0.03 -0.15
H -2.2696 0.1067 -2.5678 0.01 -0.08 0.06
C -0.4244 -4.2274 3.1036 0.06 0.09 -0.05
C -1.4622 -4.2680 2.1850 0.04 -0.06 -0.02
C -1.3333 -3.6409 0.9617 0.21 0.26 -0.25
C -0.1694 -2.9202 0.6593 -0.30 -1.02 1.25
C 0.8755 -2.8817 1.5894 -0.01 0.06 -0.48
C 0.7463 -3.5466 2.7927 0.02 -0.05 0.04
N -0.0738 -2.2103 -0.5394 -1.38 -2.20 -2.16
N -0.6429 -2.7800 -1.5411 0.41 -0.61 1.98
C -0.5597 -2.1038 -2.7148 0.16 0.62 -1.37
C -1.0291 -2.6878 -3.9024 0.19 0.17 0.71
C -0.8506 -2.0008 -5.0861 0.15 0.34 0.02
C -0.2407 -0.7471 -5.0531 -0.13 -0.35 0.10
C 0.1862 -0.2253 -3.8424 0.11 0.52 -0.26
N 0.0404 -0.8880 -2.6954 -0.63 -0.98 -0.86
H -0.5160 -4.7331 4.0530 -0.02 -0.04 0.06
H -2.3689 -4.8053 2.4110 -0.11 -0.07 0.04
H -2.1313 -3.6791 0.2354 -0.07 0.02 -0.04
H 1.8045 -2.3843 1.3302 -0.05 -0.02 0.07
H 1.5700 -3.5575 3.4882 0.11 0.04 0.08
H -1.5033 -3.6549 -3.8586 -0.01 -0.11 0.03
H -1.1718 -2.4238 -6.0258 -0.07 -0.04 -0.04
H -0.1018 -0.1791 -5.9590 0.06 0.08 -0.04
H 0.6446 0.7613 -3.7862 -0.04 -0.15 0.05
I -1.3751 6.9767 2.5388 0.15 -0.37 -0.41
C -0.7920 5.5322 1.1141 -0.10 0.32 0.33
C -1.1060 4.1971 1.3314 -0.10 0.14 0.15
C -0.7033 3.2454 0.4200 0.08 -0.19 -0.23
C 0.0214 3.6082 -0.7154 -0.07 -0.15 0.14
C 0.3108 4.9528 -0.9327 0.03 -0.25 -0.16
C -0.0958 5.9122 -0.0254 -0.06 0.07 0.11
C 0.4806 2.5698 -1.6801 0.35 1.94 -0.94
O 0.9676 2.8096 -2.7671 -0.20 -0.17 0.49
O 0.3439 1.3364 -1.2623 -0.38 1.23 -0.75
H -1.6727 3.9159 2.2048 -0.06 -0.05 0.09
H -0.9757 2.2081 0.5659 0.03 0.05 0.07
H 0.8509 5.2352 -1.8214 0.09 0.05 -0.13
H 0.1223 6.9519 -0.2042 0.06 0.12 -0.02
C 2.2194 -1.6480 -1.4845 0.06 0.16 0.06
H 2.8745 -1.8561 -0.6376 0.03 0.09 0.03
H 2.7600 -1.0347 -2.2099 0.05 0.09 0.05
H 1.9982 -2.5996 -1.9653 -0.23 0.09 -0.01
```
Positions in Å, forces in eV/Å.

Results of the Löwdin charge analysis, in e, for atoms 1 through 2: 1.00 0.01